{"formula": "C23H15ClN7O3PdS", "method": "the ωB97M-V functional and the def2-TZVPD basis", "symbols": ["Pd", "Cl", "S", "O", "O", "O", "N", "N", "N", "N", "N", "N", "N", "C", "C", "C", "C", "C", "C", "C", "C", "C", "C", "C", "C", "C", "C", "C", "C", "C", "C", "C", "C", "C", "C", "C", "H", "H", "H", "H", "H", "H", "H", "H", "H", "H", "H", "H", "H", "H", "H"], "coordinates": [[0.73061, -1.88528, -0.23236], [-7.55629, -3.41932, -0.42517], [0.51723, -1.71715, 2.60774], [2.59949, -2.59975, -0.08038], [-1.20414, -1.30666, -0.46302], [-0.83648, -3.45740, -0.65680], [1.32041, 0.50965, 3.61741], [5.53877, -4.00966, 0.96824], [1.50693, 0.49909, 1.31037], [1.27333, 1.84335, 3.55912], [5.79368, -3.05376, -3.37056], [3.23066, -2.57092, -1.20631], [1.41646, -0.04355, 0.12720], [-0.00151, 4.86848, 1.90862], [-1.11582, 4.38895, 1.23471], [-3.11240, -2.72213, -0.52998], [-3.98029, -1.64852, -0.37258], [5.19357, -3.04115, -2.38962], [-0.68943, 2.18236, 2.11833], [1.87390, 1.19849, -3.31098], [1.70476, 0.34039, -2.23861], [1.16085, -0.17144, 2.42286], [1.66000, 2.23167, -0.74365], [-5.83427, -3.14860, -0.46610], [0.44529, 2.66239, 2.76986], [1.59664, 0.84675, -0.94262], [-1.45149, 3.04551, 1.34932], [-3.61682, -4.00942, -0.65383], [1.82524, 3.07807, -1.82594], [-4.98432, -4.23063, -0.62272], [-1.63801, -2.50053, -0.55712], [0.77774, 4.01136, 2.66893], [-5.34956, -1.85651, -0.33970], [4.44440, -3.04411, -1.16668], [1.93453, 2.57273, -3.11624], [5.05197, -3.57256, 0.02329], [0.27479, 5.91256, 1.82972], [-5.39214, -5.22750, -0.71675], [-3.56794, -0.65363, -0.27487], [1.56848, 2.62424, 0.25809], [1.86304, 4.14780, -1.65738], [-2.31772, 2.65802, 0.82825], [-0.96667, 1.14108, 2.20489], [-2.92279, -4.83087, -0.77113], [-6.03697, -1.03138, -0.21565], [-1.71343, 5.05215, 0.62341], [1.66855, 4.37564, 3.16795], [1.96543, 0.78703, -4.30841], [2.06610, 3.24051, -3.95809], [1.67095, -0.73046, -2.39309], [1.61466, 2.26463, 4.40801]], "mulliken_spin": [-0.01, 0.00, 0.44, 0.00, -0.01, 0.00, 0.56, 0.00, 0.23, 0.22, 0.00, 0.00, 0.39, -0.02, 0.05, 0.00, 0.00, 0.00, 0.03, -0.05, 0.10, -0.02, 0.09, 0.00, -0.02, -0.09, -0.02, 0.00, -0.06, 0.00, 0.00, 0.06, 0.00, 0.00, 0.10, 0.00, 0.00, 0.00, 0.00, 0.03, 0.00, 0.00, 0.00, 0.00, 0.00, 0.00, 0.00, 0.00, 0.01, 0.01, -0.01], "s_squared": 2.040, "orbital_gap_ev": [6.75, 6.20], "charge": -1, "energy_ha": -2480.69071, "spin_multiplicity": 3, "e_homo_ha": [-0.1620, -0.1878]}